Computed, not measured: a structure of composition C36H47AsN3O4Se2Tc, with the ωB97M-V functional and the def2-TZVPD basis.

Cartesian coordinates (Å):
Tc1 0.565 0.474 0.184
O1 -2.606 2.193 1.475
C1 -2.936 1.568 2.709
C2 -3.381 0.081 2.630
C3 -4.878 0.077 3.075
O2 -5.375 -1.231 3.317
C4 -2.523 -0.806 3.520
Se1 0.675 1.301 2.573
C5 -3.383 -0.425 1.187
Se2 -1.713 -0.772 0.165
H1 -1.897 1.680 1.055
H2 -3.759 2.179 3.103
H3 -2.099 1.636 3.409
H4 -5.528 0.537 2.319
H5 -4.948 0.673 3.998
H6 -4.572 -1.682 3.656
H7 -2.747 -1.881 3.365
H8 -2.648 -0.553 4.587
H9 -3.956 0.249 0.550
H10 -3.875 -1.399 1.182
C6 -0.150 3.484 0.005
O3 -0.061 2.209 -0.562
H11 0.773 4.054 -0.198
H12 -0.308 3.469 1.085
H13 -0.989 4.034 -0.445
C7 1.907 4.291 3.529
C8 2.875 3.170 3.163
C9 2.307 2.167 2.189
N1 3.000 1.912 1.149
H14 2.353 4.971 4.261
H15 0.986 3.882 3.945
H16 1.635 4.868 2.643
H17 3.173 2.637 4.074
H18 3.782 3.582 2.713
C10 4.721 1.348 -0.863
C11 3.697 0.321 -0.353
C12 4.362 -0.529 0.743
C13 3.344 -0.583 -1.526
N2 2.500 0.978 0.227
H19 5.596 0.819 -1.257
H20 5.033 2.015 -0.063
H21 4.295 1.946 -1.672
H22 5.233 -1.063 0.346
H23 3.646 -1.252 1.132
H24 4.685 0.111 1.566
H25 4.250 -1.102 -1.857
H26 2.985 0.003 -2.375
H27 2.600 -1.325 -1.255
C14 -4.059 0.959 -3.972
C15 -3.289 1.975 -3.421
C16 -2.006 1.710 -2.964
C17 -1.481 0.424 -3.050
C18 -2.258 -0.592 -3.594
C19 -3.539 -0.324 -4.058
As1 0.302 0.113 -2.310
C20 1.206 1.418 -3.458
C21 0.969 1.506 -4.828
C22 1.579 2.496 -5.587
C23 2.419 3.418 -4.975
C24 2.641 3.348 -3.607
C25 2.035 2.354 -2.848
C26 0.717 -1.604 -3.163
C27 1.500 -1.793 -4.296
C28 1.800 -3.075 -4.742
C29 1.317 -4.183 -4.059
C30 0.543 -4.002 -2.920
C31 0.254 -2.722 -2.467
H28 -5.065 1.164 -4.318
H29 -3.694 2.975 -3.326
H30 -1.420 2.493 -2.499
H31 -1.875 -1.603 -3.643
H32 -4.139 -1.129 -4.468
H33 0.281 0.814 -5.301
H34 1.388 2.556 -6.652
H35 2.890 4.197 -5.564
H36 3.283 4.073 -3.120
H37 2.186 2.293 -1.776
H38 1.900 -0.940 -4.830
H39 2.420 -3.207 -5.622
H40 1.553 -5.182 -4.407
H41 0.172 -4.859 -2.370
H42 -0.323 -2.583 -1.557
O4 1.234 -1.558 0.582
N3 1.127 -2.254 1.687
C32 0.291 -1.925 2.687
C33 0.254 -2.718 3.825
C34 1.051 -3.836 3.943
C35 1.892 -4.160 2.880
C36 1.911 -3.357 1.769
H43 -0.398 -1.076 2.601
H44 -0.443 -2.401 4.589
H45 1.020 -4.454 4.831
H46 2.537 -5.029 2.905
H47 2.529 -3.518 0.899

energy above the lowest of the compared OMol25 structures with the same formula, charge and spin = 1.581 eV
charge = -2
energy = -244481.2108 eV

Mulliken population analysis, charges in e, atoms 1 to 8: Tc 1.92; O -0.57; C -0.98; C 3.38; C -1.09; O -0.48; C -2.76; Se -0.68